(1)
# C4H12N4

The molecule C4H12N4 (ωB97M-V/def2-TZVPD, the Open Molecules 2025 dataset).

Last column: Löwdin charge in e.
CARTESIAN COORDINATES (ANGSTROEM)
C1 1.7863 -0.4339 -1.5669  -0.05
C2 1.2924 0.6443 -0.6465  -0.41
N1 1.0171 1.8454 -1.2758  0.14
C3 1.2729 0.5483 0.7345  -0.13
N2 0.2910 -0.5240 0.7124  -0.12
N3 -1.0901 -0.1405 0.6250  -0.29
C4 -1.7934 -0.3600 1.8795  -0.10
N4 -1.6481 -0.8576 -0.4634  0.03
H1 1.1744 -0.4940 -2.4650  0.07
H2 1.7091 -1.3993 -1.0742  0.07
H3 2.8115 -0.2148 -1.8715  0.08
H4 1.2671 1.9319 -2.2492  0.09
H5 0.7766 2.6145 -0.6715  0.10
H6 1.0098 1.4316 1.3187  0.07
H7 0.4597 -1.2283 1.4261  0.10
H8 -1.7902 -1.4231 2.1855  0.08
H9 -2.8364 -0.0495 1.7589  0.08
H10 -1.3150 0.2323 2.6638  0.08
H11 -1.9625 -1.7918 -0.1893  0.07
H12 -2.4322 -0.3318 -0.8312  0.07

Its energy above the lowest of the compared OMol25 structures with the same formula, charge and spin is 4.2573 eV. The value obtained for the LUMO energy is 1.13 eV. The energy is -10299.014 eV. The HOMO energy is -7.3726 eV. The SMILES is C/C(N)=C\NN(C)N. For the molar mass, the calculation gives 116.168 g/mol.

---

(2)
# C4H8O2

A cluster of 2 separate species, C4H8O2 in total (ωB97M-V/def2-TZVPD, the Open Molecules 2025 dataset).

Last column: Löwdin charge in e.
CARTESIAN COORDINATES (ANGSTROEM)
C1 -1.9148 -0.5716 -0.3474  -0.15
C2 -0.6552 -0.5472 -1.0364  0.04
O1 -0.2132 1.1020 0.3009  -0.25
C3 1.1712 1.1075 0.3692  -0.32
C4 1.6349 -0.1320 1.1221  -0.26
O2 2.6053 -0.7936 0.8149  0.03
H1 -1.7648 0.7368 -0.2633  0.19
H2 -1.8471 -1.1065 0.6173  0.08
H3 -2.7440 -1.0046 -0.9371  0.08
H4 0.1766 -1.2225 -0.8337  0.09
H5 -0.6989 -0.1840 -2.0700  0.10
H6 1.6300 1.9617 0.9074  0.13
H7 1.6175 1.0737 -0.6392  0.12
H8 1.0025 -0.4198 1.9951  0.13

Its energy above the lowest of the compared OMol25 structures with the same formula, charge and spin is 5.5741 eV. The value obtained for the LUMO energy (alpha / beta) is -0.67 / -0.67 eV. The energy is -8367.708 eV. The HOMO energy (alpha / beta) is -9.1475 / -9.1490 eV. For the molar mass, the calculation gives 88.106 g/mol.

---

(3)
# CH2ClN3O

A cluster of 2 separate species, CH2ClN3O in total (ωB97M-V/def2-TZVPD, the Open Molecules 2025 dataset).

Last column: Löwdin charge in e.
CARTESIAN COORDINATES (ANGSTROEM)
C1 1.1741 -2.5585 1.5634  0.00
N1 -0.9575 -1.8633 1.1152  0.16
N2 -0.3544 0.0791 0.0267  0.04
N3 -1.0346 -0.8370 0.6546  -0.49
O1 1.7372 -1.8044 0.8777  -0.03
Cl1 -2.9012 -0.0427 0.1481  0.12
H1 -0.7161 1.0364 0.0341  0.10
H2 0.4933 -0.2672 -0.3386  0.09

Its energy above the lowest of the compared OMol25 structures with the same formula, charge and spin is 0.1536 eV. The value obtained for the LUMO energy (alpha / beta) is -0.65 / -0.65 eV. The energy is -20105.635 eV. The HOMO energy (alpha / beta) is -9.6631 / -9.6623 eV. For the molar mass, the calculation gives 107.500 g/mol.

---

(4)
# C2H7NS2

A cluster of 2 separate species, C2H7NS2 in total (ωB97M-V/def2-TZVPD, the Open Molecules 2025 dataset).

Last column: Löwdin charge in e.
CARTESIAN COORDINATES (ANGSTROEM)
C1 0.4394 -3.3013 -2.1193  -0.13
N1 0.5640 -2.0949 -1.6886  0.01
H1 1.0473 -4.0487 -1.5944  0.05
H2 -0.1840 -3.6709 -2.9528  0.06
H3 -0.1145 -1.4697 -2.0960  0.02
C2 0.7913 0.2227 1.9115  -0.51
S1 0.6190 1.0020 0.2740  0.36
S2 -1.4127 1.5986 0.5569  0.28
H4 0.7223 0.9340 2.7143  0.02
H5 1.7797 -0.2386 1.8502  0.02
H6 0.1273 -0.6233 2.0639  0.03
H7 -2.0118 0.6437 -0.2119  -0.20

Its energy above the lowest of the compared OMol25 structures with the same formula, charge and spin is 1.1208 eV. The value obtained for the LUMO energy is 0.52 eV. The energy is -25346.927 eV. The HOMO energy is -8.9133 eV. The SMILES is C=N.CSS. For the molar mass, the calculation gives 109.219 g/mol.

---

(5)
# C26H65N4O20P4

A cluster of 5 separate species, C26H65N4O20P4 in total (ωB97M-V/def2-TZVPD, the Open Molecules 2025 dataset).

Last column: Löwdin charge in e.
CARTESIAN COORDINATES (ANGSTROEM)
C1 2.3293 -2.6215 1.6849  -0.04
C2 1.4207 -2.0799 0.5270  -0.11
C3 1.8211 -0.6491 0.2476  -0.44
O1 2.8889 -0.3679 -0.2346  0.14
O2 0.9231 0.3493 0.6129  -0.03
C4 0.0058 0.6568 -0.4194  -0.18
C5 -0.8398 1.8105 0.0741  -0.12
N1 -1.4649 1.5035 1.3656  0.07
C6 -2.7904 1.3124 1.4971  -0.28
N2 -3.7118 2.3466 1.4828  0.08
C7 -4.7159 2.1946 2.5630  -0.06
C8 -5.3704 0.7833 2.6264  -0.31
O3 -6.7474 0.9742 2.5368  -0.08
C9 -7.4322 0.0557 1.6989  -0.20
C10 -8.9338 0.2188 1.9186  -0.20
N3 -9.5886 -0.7530 1.0712  -0.07
C11 -10.9982 -0.9663 1.3333  -0.18
C12 -11.9635 -0.2032 0.4062  -0.41
C13 -13.1557 -1.1287 0.1144  -0.06
O4 -11.3935 0.1368 -0.8507  -0.04
C14 -4.7425 0.0037 1.4749  -0.11
N4 -3.2620 0.0396 1.6022  0.16
H1 1.7614 -2.7915 2.5947  0.08
H2 3.0885 -1.8739 1.9144  0.08
H3 2.8310 -3.5260 1.3618  0.05
H4 1.4890 -2.7150 -0.3499  0.12
H5 0.3967 -2.1055 0.9041  0.10
H6 0.5731 0.9948 -1.2947  0.14
H7 -0.5859 -0.2034 -0.7544  0.14
H8 -0.1597 2.6511 0.2177  0.13
H9 -1.5887 2.1276 -0.6497  0.13
H10 -0.8379 1.3961 2.1474  0.16
H11 -4.1562 2.4463 0.5709  0.15
H12 -5.5079 2.9036 2.3388  0.13
H13 -4.2441 2.4685 3.5034  0.13
H14 -5.0427 0.3246 3.5720  0.16
H15 -7.2761 0.2573 0.6343  0.12
H16 -7.2317 -0.9916 1.9367  0.13
H17 -9.2362 1.2639 1.7585  0.13
H18 -9.1693 -0.0162 2.9590  0.12
H19 -9.3803 -0.6324 0.0909  0.11
H20 -11.2075 -2.0378 1.2979  0.11
H21 -11.2085 -0.6408 2.3535  0.12
H22 -12.4028 0.6918 0.8556  0.14
H23 -13.5299 -1.5713 1.0382  0.08
H24 -12.7786 -1.9580 -0.4911  0.08
H25 -13.9226 -0.6402 -0.4816  0.08
H26 -11.4438 1.0793 -1.0058  0.09
H27 -4.9773 0.4543 0.5134  0.14
H28 -5.0117 -1.0476 1.4598  0.14
H29 -3.0558 -0.3907 2.5093  0.18
C15 -5.6054 5.6260 -2.3953  -0.10
O5 -6.4506 4.4618 -2.1896  -0.24
P1 -7.4610 4.3830 -0.8605  0.55
O6 -7.3693 2.9426 -0.5187  -0.26
O7 -8.7850 4.6850 -1.7507  -0.24
C16 -8.8307 5.8228 -2.6151  -0.10
O8 -8.1988 4.9957 0.5125  -0.22
C17 -7.5065 6.0245 1.2549  -0.11
H30 -4.5811 5.2900 -2.5483  0.08
H31 -5.9373 6.1566 -3.2867  0.09
H32 -5.6266 6.3088 -1.5457  0.08
H33 -8.5683 5.5222 -3.6302  0.09
H34 -8.1551 6.6167 -2.2878  0.08
H35 -9.8450 6.2140 -2.6164  0.09
H36 -7.3362 6.9049 0.6318  0.08
H37 -6.5502 5.6498 1.6302  0.08
H38 -8.1295 6.3093 2.0977  0.09
C18 5.5989 -0.0166 0.4113  -0.12
O9 5.6489 -0.2708 1.8505  -0.25
P2 7.1286 -0.5723 2.5704  0.59
O10 6.6498 -1.6134 3.5252  -0.27
O11 7.1831 0.9012 3.2711  -0.25
C19 7.0975 2.0744 2.4633  -0.11
O12 8.7744 -0.8098 2.8358  -0.23
C20 9.5889 -1.1792 1.6983  -0.11
H39 4.8553 -0.6718 -0.0268  0.05
H40 5.3044 1.0174 0.2382  0.09
H41 6.5600 -0.2030 -0.0647  0.06
H42 6.0672 2.4348 2.4477  0.09
H43 7.4296 1.8957 1.4379  0.08
H44 7.7314 2.8428 2.9017  0.09
H45 9.5493 -0.4071 0.9259  0.08
H46 9.2558 -2.1337 1.2818  0.08
H47 10.6162 -1.2800 2.0385  0.09
C21 7.1666 -5.1162 2.6187  -0.10
O13 7.5943 -4.5215 1.3613  -0.24
P3 7.5898 -5.4497 -0.0184  0.54
O14 8.7983 -4.9624 -0.7157  -0.26
O15 6.2599 -4.7299 -0.6294  -0.24
C22 5.0871 -4.6111 0.1660  -0.13
O16 7.2797 -6.8814 -0.8273  -0.22
C23 7.2506 -8.0989 -0.0505  -0.11
H48 7.9321 -4.9299 3.3681  0.09
H49 6.2398 -4.6427 2.9401  0.08
H50 7.0114 -6.1933 2.5330  0.07
H51 5.0627 -3.6239 0.6312  0.08
H52 5.0348 -5.3768 0.9448  0.08
H53 4.2169 -4.7184 -0.4813  0.09
H54 6.4742 -8.0516 0.7170  0.07
H55 8.2209 -8.2765 0.4188  0.09
H56 7.0268 -8.9226 -0.7225  0.09
C24 6.8108 -0.2449 -6.1619  -0.11
O17 6.4267 0.4606 -4.9535  -0.23
P4 7.3516 0.3108 -3.5683  0.57
O18 6.3062 0.2989 -2.5247  -0.24
O19 7.9931 1.7991 -3.7508  -0.25
C25 8.6045 2.1702 -4.9848  -0.11
O20 8.6882 -0.1954 -2.6909  -0.23
C26 9.3664 -1.4016 -3.1234  -0.10
H57 5.9521 -0.8079 -6.5234  0.09
H58 7.1031 0.4789 -6.9227  0.08
H59 7.6358 -0.9371 -5.9931  0.08
H60 7.8879 2.7171 -5.5998  0.09
H61 8.9692 1.3038 -5.5419  0.08
H62 9.4497 2.8203 -4.7698  0.09
H63 9.7436 -1.2885 -4.1423  0.08
H64 8.6929 -2.2595 -3.0716  0.09
H65 10.2068 -1.5737 -2.4573  0.09

Its charge is +1. The value obtained for the LUMO energy is -4.63 eV. The energy is -112070.188 eV. The HOMO energy is -10.3075 eV. For the molar mass, the calculation gives 877.710 g/mol.

---

(6)
# C15H20N2O

The molecule C15H20N2O (ωB97M-V/def2-TZVPD, the Open Molecules 2025 dataset).

Last column: Löwdin charge in e.
CARTESIAN COORDINATES (ANGSTROEM)
O1 1.7185 1.0248 -2.4415  0.08
C1 1.2170 1.4768 -1.4421  -0.48
N1 1.7689 2.5062 -0.7037  0.17
C2 0.7830 3.0100 0.1305  -0.19
C3 0.8790 4.1514 0.9628  -0.01
C4 -0.3059 4.5309 1.6268  -0.09
C5 -1.4544 3.7325 1.5466  -0.10
C6 -1.4939 2.5907 0.7599  -0.03
C7 -0.3924 2.2339 -0.0174  -0.16
N2 -0.0909 1.2758 -0.9675  0.04
C8 -1.0525 0.3729 -1.6108  -0.10
C9 -0.6406 -1.1125 -1.6514  -0.13
C10 -1.0323 -2.0168 -0.4496  -0.31
C11 -0.6588 -1.5091 0.9692  -0.17
C12 0.8338 -1.5412 1.2114  -0.21
C13 1.3547 -2.9539 1.0900  -0.21
C14 1.0806 -3.5231 -0.3077  -0.19
C15 -0.4193 -3.4283 -0.5929  -0.18
H1 2.3284 3.1660 -1.2123  0.16
H2 1.7965 4.7399 1.0048  0.11
H3 -0.2917 5.4891 2.1134  0.09
H4 -2.3003 4.0029 2.0962  0.08
H5 -2.4367 2.0433 0.7388  0.11
H6 -2.0050 0.4326 -1.1257  0.11
H7 -1.1652 0.7082 -2.6590  0.13
H8 -1.1833 -1.5362 -2.5048  0.12
H9 0.4118 -1.1887 -1.8318  0.09
H10 -2.1199 -2.0948 -0.4669  0.13
H11 -1.1563 -2.1604 1.6949  0.12
H12 -1.0079 -0.4461 1.0743  0.11
H13 0.9584 -1.1274 2.2309  0.12
H14 1.3417 -0.8764 0.5070  0.11
H15 0.8730 -3.6204 1.8213  0.12
H16 2.4241 -2.9576 1.3172  0.11
H17 1.6763 -2.9401 -1.0512  0.12
H18 1.3497 -4.5630 -0.3867  0.10
H19 -0.9299 -4.0500 0.1046  0.10
H20 -0.6581 -3.8421 -1.5778  0.11

Its energy above the lowest of the compared OMol25 structures with the same formula, charge and spin is 0.3328 eV. The value obtained for the LUMO energy is 0.84 eV. The energy is -20908.449 eV. The HOMO energy is -8.0895 eV. The SMILES is O=c1[nH]c2ccccc2n1CCC1CCCCC1. For the molar mass, the calculation gives 244.338 g/mol.